(1)
DFT (ωB97M-V/def2-TZVPD) results for one molecule with the formula C15H23ClN4O4S.

```
48
Properties=species:S:1:pos:R:3
Cl -2.08391 -4.88365 1.90098
S -4.46543 -0.03654 2.81152
O -1.45336 1.49882 -0.13720
O -1.37835 -0.29346 2.96275
O 3.06388 -0.18027 2.11186
O 0.99639 1.08131 -2.51488
N 2.20991 -1.01166 0.18576
N 0.25006 0.79072 1.18936
N -0.50972 -3.29622 3.36863
N 0.69225 -2.69815 3.41513
C 2.68331 -1.12935 1.45227
C 1.95648 0.24425 -0.50661
C -2.03174 0.19995 1.80010
C 0.49813 -3.87733 1.49915
C 2.69703 -2.55502 2.00131
C -2.59887 -1.03410 1.08945
C -1.04604 0.90984 0.85414
C -3.23824 1.08530 2.10334
C 1.33230 1.31747 0.38903
C 1.03339 -0.05776 -1.68121
C -0.65454 -4.00507 2.23512
C -3.98888 -1.36939 1.66418
C -1.47472 -3.10599 4.43295
C 1.31186 -3.05137 2.29744
C -1.15692 0.62397 4.02423
H 1.41152 -0.92354 -2.23993
H 1.85693 -1.84941 -0.24820
H -4.72724 -1.43451 0.86716
H -0.75241 1.57466 3.66571
H 3.17585 -3.22261 1.28243
H 2.08289 1.73575 1.05244
H 0.93690 2.09771 -0.25836
H 3.29118 -2.53734 2.91114
H -0.42175 0.16084 4.68005
H 0.03817 -0.30214 -1.29746
H -2.27617 -2.44520 4.10453
H 0.47118 0.22082 1.99207
H -1.89481 -1.85533 1.22750
H -2.07755 0.80652 4.58374
H -2.67548 -0.82396 0.02321
H -3.58709 1.52559 1.17073
H -0.94415 -2.64907 5.26231
H -3.99685 -2.31099 2.20807
H -3.02294 1.88886 2.80448
H 2.89162 0.64806 -0.90661
H 0.72063 -4.34523 0.55544
H -1.88138 -4.06714 4.74147
H 0.09287 1.22655 -2.80788
```

Summary:
Charge = 0
HOMO level = -8.65 eV
Kohn-Sham gap = 9.15 eV
Structure (SMILES) = CO[C@@]1(C(=O)NC[C@H](CO)NC(=O)Cc2cc(Cl)n(C)n2)CCSC1
F_max = 0.003 hartree/bohr
Energy relative to the best compared isomer or geometry (same formula, charge and spin) = 32.29 kJ/mol
LUMO level = 0.50 eV



(2)
DFT (ωB97M-V/def2-TZVPD) results for a 2-piece molecular cluster, C15H23N2O overall at a distorted geometry.

```
41
Properties=species:S:1:pos:R:3
O 3.26206 2.05946 -1.67860
N -1.44489 0.04125 -2.23228
N 1.91511 0.59635 0.28390
C 1.34623 1.85633 -0.19437
C -1.92275 1.39360 -2.50195
C -1.81250 -0.58966 -1.15268
C 1.09100 -0.26528 0.95961
C -2.93064 -1.23065 3.66536
C -1.95918 -0.36909 3.16720
C -0.93117 -0.84236 2.31194
C -0.89761 -2.22933 2.01548
C -0.57591 -0.60431 -3.21085
C 2.44631 2.75938 -0.73895
C -2.89950 -2.59655 3.33780
C 0.00556 0.09331 1.72471
C 2.93801 -0.05482 -0.55133
C 3.94234 0.96600 -1.05534
C -1.87614 -3.08846 2.51534
H -1.04458 -1.51050 -3.62194
H -1.62053 2.07709 -1.69456
H 0.61465 1.66353 -1.00614
H -0.39637 0.11506 -4.01547
H 0.82830 2.35784 0.62648
H 2.45937 -0.54713 -1.42116
H 4.55483 0.52366 -1.85310
H -3.66719 -3.27062 3.72186
H 0.38161 -0.89194 -2.74936
H -1.47633 1.71695 -3.44698
H -0.15844 1.15304 1.94667
H -1.84298 -4.14910 2.25578
H 4.57289 1.30486 -0.21170
H -1.97709 0.69600 3.40772
H -0.11461 -2.61434 1.36074
H 3.43948 -0.81141 0.05890
H -1.48144 -1.62055 -1.00073
H -3.01895 1.42212 -2.58135
H -2.49535 -0.09750 -0.45477
H -3.72089 -0.84097 4.31053
H 1.41522 -1.31152 0.91447
H 2.00907 3.58646 -1.31634
H 3.04298 3.15379 0.10545
```

Summary:
Charge = +1
HOMO level = -10.20 eV
Kohn-Sham gap = 5.55 eV
F_max = 0.050 hartree/bohr
Energy relative to the best compared isomer or geometry (same formula, charge and spin) = 189.79 kJ/mol
LUMO level = -4.66 eV



(3)
DFT (ωB97M-V/def2-TZVPD) results for a 3-piece molecular cluster, C15H23N2O4 overall at a distorted geometry.

```
44
Properties=species:S:1:pos:R:3
O -4.28070 -1.58778 -1.02294
O -4.01774 0.45175 -1.90003
O 0.68423 3.63981 0.08478
O -0.91108 2.89513 -1.27293
N 3.20926 -0.61280 0.50220
N 1.76255 0.96218 0.22851
C -0.45208 3.71896 -0.32458
C -2.79078 4.05719 -0.46274
C 2.21296 -3.55862 1.21748
C 4.42250 -1.38178 0.48805
C 2.98710 0.58904 -0.05057
C 1.14112 -0.00017 0.99720
C 5.05839 -1.54252 1.67133
C -2.08293 -2.41409 -1.17080
C -1.51652 4.70945 0.08054
C -2.26319 3.27329 -1.65589
C -3.43496 -2.62415 -0.49715
C 1.80593 -2.26230 1.93006
C -3.53907 -0.56473 -1.48860
C -2.06170 -0.89759 -1.36338
C 2.04968 -0.99870 1.15977
H -2.83601 2.37625 -1.86900
H 5.23757 -0.64509 2.25960
H -1.30210 5.66425 -0.40235
H -3.57321 4.76268 -0.72867
H 3.70801 1.15411 -0.61598
H -1.66576 -0.37672 -0.48915
H 1.45838 -3.79952 0.46799
H 3.16188 -3.48788 0.69249
H 5.32595 -2.51628 2.06485
H -1.53057 4.83764 1.15920
H -2.20228 3.87743 -2.56178
H 0.72311 -2.30468 2.05756
H -3.19687 3.36988 0.28081
H -3.38256 -2.50679 0.58754
H 0.13911 0.07722 1.37598
H -1.51817 -0.59876 -2.25541
H 2.28680 -4.39190 1.91292
H -3.87802 -3.58999 -0.72301
H 4.80139 -1.70872 -0.47300
H 2.22310 -2.18196 2.93483
H -1.24994 -2.80617 -0.58922
H -2.07196 -2.90538 -2.14384
H 1.35918 1.84882 -0.09268
```

Summary:
Charge = +1
HOMO level = -12.72 eV
Kohn-Sham gap = 9.07 eV
F_max = 0.034 hartree/bohr
Energy relative to the best compared isomer or geometry (same formula, charge and spin) = 0.00 kJ/mol
LUMO level = -3.66 eV



- Among the records above, which one has the highest F_max?
  C15H23N2O



- Among the records above, which one has the highest HOMO level?
  C15H23ClN4O4S